Here is C34H57N3NiO2Si as an isolated structure in a non-equilibrium geometry from the OMol25 dataset. Energies are from ωB97M-V with the def2-TZVPD basis set.

As for the HOMO-LUMO gap (spin up / spin down): 7.43 / 7.38 eV. Its highest occupied orbital energy (spin up / spin down) is -7.1 / -7.0 eV. The calculation puts the relative energy (zero: lowest compared OMol25 entry of this formula, charge and spin) at 0.681 eV. The expectation value of S² is 2.010. The calculation puts the total energy at -3442.2048 Eh. As for the maximum force: 0.0737 hartree/bohr.

```
! RIJCOSX wB97M-V def2-TZVPD def2/J DEFGRID3
* xyz 0 3
O 0.700 -2.145 -0.967
O -1.441 -2.131 -4.094
C 2.009 -2.434 -1.729
C 2.917 -3.310 -0.909
H 2.441 -1.454 -1.936
H 1.633 -2.898 -2.649
H 3.140 -2.827 0.051
H 3.857 -3.465 -1.454
H 2.476 -4.293 -0.739
C -0.250 -3.317 -0.692
C -0.119 -4.315 -1.801
H -1.242 -2.865 -0.645
H 0.013 -3.676 0.299
H -0.315 -3.857 -2.783
H -0.853 -5.121 -1.666
H 0.879 -4.770 -1.791
C -2.715 -1.787 -3.542
C -0.871 -1.260 -5.075
C -3.574 -3.040 -3.463
H -3.200 -1.021 -4.175
H -2.578 -1.367 -2.523
H -3.699 -3.478 -4.462
H -4.554 -2.776 -3.053
H -3.121 -3.794 -2.812
C -0.957 -1.899 -6.452
H 0.187 -1.105 -4.797
H -1.387 -0.284 -5.081
H -0.511 -2.898 -6.457
H -0.415 -1.274 -7.163
H -2.001 -1.984 -6.773
H 0.756 -1.337 -0.314
N 1.588 1.164 2.034
C 1.532 2.412 2.497
C 0.382 3.204 2.382
C -0.921 2.763 2.136
C 2.731 3.011 3.174
H 3.630 2.959 2.547
H 2.949 2.515 4.130
H 2.521 4.065 3.381
C -2.055 3.739 2.260
H -2.578 3.618 3.220
H -2.790 3.619 1.451
H -1.656 4.756 2.223
N -1.204 1.483 1.877
C 2.713 0.332 2.307
C 3.778 0.252 1.377
C 3.792 1.050 0.102
C 4.835 -0.612 1.651
H 5.626 -0.715 0.903
C 4.892 -1.307 2.857
H 5.742 -1.958 3.065
C 3.869 -1.184 3.793
H 3.910 -1.717 4.744
C 2.763 -0.380 3.524
C 1.643 -0.288 4.508
C -2.460 0.928 2.229
C -3.415 0.636 1.229
C -3.108 0.928 -0.208
C -4.661 0.145 1.603
H -5.373 -0.087 0.810
C -4.984 -0.031 2.948
H -5.958 -0.416 3.218
C -4.054 0.283 3.936
H -4.302 0.166 4.989
C -2.794 0.764 3.595
C -1.825 1.119 4.682
Ni 0.146 0.346 0.980
H 3.423 0.452 -0.748
H 4.821 1.349 -0.156
H 3.186 1.963 0.174
H 1.367 0.749 4.736
H 1.949 -0.774 5.439
H 0.751 -0.808 4.149
H -3.823 0.409 -0.864
H -2.087 0.613 -0.493
H -3.185 2.008 -0.424
H -0.821 0.697 4.520
H -2.212 0.727 5.634
H -1.717 2.211 4.792
H 0.498 4.250 2.642
C 0.385 0.494 -1.063
Si 0.357 2.065 -2.077
H 1.382 0.093 -1.300
H -0.319 -0.184 -1.578
C 1.617 1.811 -3.469
C 0.842 3.560 -1.074
C -1.334 2.306 -2.853
H -1.766 1.362 -3.214
H -1.223 2.978 -3.714
H -2.034 2.770 -2.147
H 2.579 1.438 -3.085
H 1.790 2.787 -3.943
H 1.246 1.113 -4.235
H 1.662 3.348 -0.380
H -0.012 3.922 -0.490
H 1.167 4.352 -1.760
N -0.412 -2.188 2.575
C -0.182 -1.250 1.899
*
```